(1)
A cluster of 2 separate species, CH4NO3 in total. Source: the OMol25 dataset; level of theory: wB97M-V/def2-TZVPD.

## Properties
LUMO = 4.4 eV
energy relative to the best compared isomer or geometry (same formula, charge and spin) = 146.34 kcal per mole
HOMO level = -1.74 eV
gap between HOMO and LUMO = 0.22573 Eh
net charge = -1

Atoms and positions in Å:
O  1.576  -1.301  -0.204
H  -1.762  0.774  -0.963
H  0.696  -1.316  -0.489
H  2.348  0.279  0.563
C  -1.657  0.347  -0.018
H  -1.778  0.944  0.826
N  1.396  0.117  0.454
O  0.734  1.009  -0.262
O  -1.554  -0.853  0.092

Let us look at the Mulliken charges, expressed in e, one per atom:
1 O -0.46
2 H 0.21
3 H 0.30
4 H 0.22
5 C -0.06
6 H 0.23
7 N -0.33
8 O -0.61
9 O -0.51


(2)
A structure of composition CH4NO3P. Source: the OMol25 dataset; level of theory: wB97M-V/def2-TZVPD.

## Properties
LUMO (spin up / spin down) = -1.3 / -1.3 eV
energy relative to the best compared isomer or geometry (same formula, charge and spin) = 85.28 kcal per mole
HOMO level (spin up / spin down) = -9.29 / -9.29 eV
gap between HOMO and LUMO (spin up / spin down) = 0.29230 / 0.29226 Eh

Atoms and positions in Å:
H  1.263  -2.140  -0.253
O  1.197  0.106  1.394
C  -2.391  0.583  0.156
O  2.037  1.074  -0.994
H  -0.238  0.501  -0.093
P  1.398  0.100  -0.113
H  -0.850  -0.320  1.129
H  -2.534  1.275  -0.755
N  -1.250  0.169  0.371
O  1.368  -1.346  -0.840

Let us look at the Mulliken charges, expressed in e, one per atom:
1 H 0.37
2 O -0.62
3 C -0.13
4 O -0.53
5 H 0.12
6 P 0.87
7 H 0.25
8 H 0.19
9 N -0.09
10 O -0.43


(3)
The ion CH4NO3S with charge -1. Source: the OMol25 dataset; level of theory: wB97M-V/def2-TZVPD.

## Properties
LUMO = 3.9 eV
energy relative to the best compared isomer or geometry (same formula, charge and spin) = 31.76 kcal per mole
HOMO level = -3.66 eV
gap between HOMO and LUMO = 0.27945 Eh
net charge = -1

Atoms and positions in Å:
S  1.582  0.406  0.048
O  -0.080  -0.490  0.126
H  -0.919  1.071  -0.770
O  -2.074  0.591  0.838
H  -2.392  -0.200  1.278
C  -1.128  0.209  -0.226
H  2.529  -1.354  0.912
N  2.595  -0.815  0.081
H  -1.776  -0.377  -0.986
O  1.663  0.960  -1.301

Let us look at the Mulliken charges, expressed in e, one per atom:
1 S 0.43
2 O -0.39
3 H 0.26
4 O -0.53
5 H 0.27
6 C -0.26
7 H 0.19
8 N -0.63
9 H 0.21
10 O -0.55


(4)
A cluster of 2 separate species, CH4NO3S3 in total. Source: the OMol25 dataset; level of theory: wB97M-V/def2-TZVPD.

## Properties
LUMO = 2.1 eV
energy relative to the best compared isomer or geometry (same formula, charge and spin) = 4.60 kcal per mole
HOMO level = -4.10 eV
gap between HOMO and LUMO = 0.22911 Eh
net charge = -1

Atoms and positions in Å:
H  1.079  0.603  1.050
O  0.815  -1.818  -0.833
N  1.342  -0.983  -0.093
O  -2.359  -0.877  -1.199
H  -0.357  -0.330  0.525
H  -2.015  -1.732  -1.368
S  2.633  -1.525  0.785
S  -2.160  -0.027  1.560
S  -3.370  -0.908  0.211
O  -4.469  -0.106  -0.253
C  0.571  0.203  0.251
H  0.648  0.743  -0.676

Let us look at the Mulliken charges, expressed in e, one per atom:
1 H 0.32
2 O -0.45
3 N 0.37
4 O -0.52
5 H -0.04
6 H 0.30
7 S -0.28
8 S -0.52
9 S 0.43
10 O -0.55
11 C -0.31
12 H 0.23


(5)
A cluster of 2 separate species, CH4NOP in total. Source: the OMol25 dataset; level of theory: wB97M-V/def2-TZVPD.

## Properties
LUMO = 0.7 eV
energy relative to the best compared isomer or geometry (same formula, charge and spin) = 108.03 kcal per mole
SMILES = C#[N+][O-].P
HOMO level = -9.79 eV
gap between HOMO and LUMO = 0.38575 Eh

Atoms and positions in Å:
O  -4.071  0.588  -0.499
H  1.112  0.062  1.251
H  0.888  -1.294  -0.414
H  2.427  0.170  -0.599
C  -2.006  -0.372  0.196
N  -3.033  0.108  -0.155
H  -1.016  -0.370  0.663
P  1.027  0.082  -0.237

Let us look at the Mulliken charges, expressed in e, one per atom:
1 O -0.56
2 H 0.09
3 H 0.09
4 H 0.09
5 C -0.08
6 N 0.41
7 H 0.19
8 P -0.22


(6)
An isolated molecule of CH4NOP. Source: the OMol25 dataset; level of theory: wB97M-V/def2-TZVPD.

## Properties
LUMO = 0.4 eV
energy relative to the best compared isomer or geometry (same formula, charge and spin) = 1.03 kcal per mole
SMILES = CNP=O
HOMO level = -9.95 eV
gap between HOMO and LUMO = 0.37950 Eh

Atoms and positions in Å:
C  -1.011  0.284  -0.073
N  0.275  -0.362  0.198
H  -0.831  1.367  -0.017
P  1.666  0.495  -0.114
H  -1.745  0.136  0.790
H  0.383  -1.311  0.328
H  -1.516  -0.142  -1.091
O  2.778  -0.468  -0.021

Let us look at the Mulliken charges, expressed in e, one per atom:
1 C -0.62
2 N -0.16
3 H 0.27
4 P 0.29
5 H 0.26
6 H 0.24
7 H 0.21
8 O -0.49


(7)
A cluster of 2 separate species, CH4NOPS in total. Source: the OMol25 dataset; level of theory: wB97M-V/def2-TZVPD.

## Properties
LUMO = 0.5 eV
energy relative to the best compared isomer or geometry (same formula, charge and spin) = 6.56 kcal per mole
SMILES = O=C=NP.S
HOMO level = -9.50 eV
gap between HOMO and LUMO = 0.36893 Eh

Atoms and positions in Å:
H  -0.496  -1.576  -3.259
N  -0.551  -1.225  -0.745
H  1.048  3.806  2.655
C  -0.905  -0.483  0.106
P  0.232  -2.204  -2.116
H  1.626  1.898  2.541
S  0.975  2.711  1.856
H  -0.654  -3.154  -1.949
O  -1.276  0.225  0.911

Let us look at the Mulliken charges, expressed in e, one per atom:
1 H 0.09
2 N -0.34
3 H 0.14
4 C 0.54
5 P 0.04
6 H 0.12
7 S -0.26
8 H 0.07
9 O -0.39


(8)
An isolated molecule of CH4NOPS. Source: the OMol25 dataset; level of theory: wB97M-V/def2-TZVPD.

## Properties
LUMO = 0.4 eV
energy relative to the best compared isomer or geometry (same formula, charge and spin) = 33.41 kcal per mole
SMILES = C1OSNP1
HOMO level = -8.48 eV
gap between HOMO and LUMO = 0.32568 Eh

Atoms and positions in Å:
H  0.210  1.603  -0.848
S  -2.210  -0.194  -0.186
O  -1.346  1.030  0.477
C  0.026  1.037  0.158
H  0.386  1.693  0.906
H  -1.170  -2.289  0.563
H  1.342  -0.880  -1.187
N  -0.915  -1.312  0.376
P  0.713  -0.848  0.214

Let us look at the Mulliken charges, expressed in e, one per atom:
1 H 0.23
2 S 0.10
3 O -0.32
4 C -0.29
5 H 0.26
6 H 0.28
7 H 0.03
8 N -0.33
9 P 0.06


(9)
A structure of composition CH4NOPS. Source: the OMol25 dataset; level of theory: wB97M-V/def2-TZVPD.

## Properties
LUMO = 0.5 eV
energy relative to the best compared isomer or geometry (same formula, charge and spin) = 41.35 kcal per mole
HOMO level = -8.02 eV
gap between HOMO and LUMO = 0.31264 Eh

Atoms and positions in Å:
S  -1.139  1.264  1.499
H  0.004  0.370  -1.498
H  0.986  1.518  -0.544
H  -0.667  -1.501  -0.262
C  0.082  0.725  -0.500
P  0.409  -0.929  0.372
O  -1.149  1.123  -0.113
H  -0.227  -0.553  2.827
N  -0.534  -0.418  1.700

Let us look at the Mulliken charges, expressed in e, one per atom:
1 S 0.09
2 H 0.26
3 H 0.26
4 H 0.03
5 C -0.36
6 P 0.07
7 O -0.27
8 H 0.30
9 N -0.39


(10)
A cluster of 2 separate species, CH4NS in total. Source: the OMol25 dataset; level of theory: wB97M-V/def2-TZVPD.

## Properties
LUMO = 4.6 eV
energy relative to the best compared isomer or geometry (same formula, charge and spin) = 7.94 kcal per mole
HOMO level = -2.65 eV
gap between HOMO and LUMO = 0.26597 Eh
net charge = -1

Atoms and positions in Å:
H  -0.434  1.170  1.404
S  -0.867  -2.355  -0.367
N  1.142  1.763  0.251
H  1.755  1.395  -0.475
H  -1.496  -3.268  -1.125
H  -0.272  0.303  -0.202
C  0.172  0.993  0.515

Let us look at the Mulliken charges, expressed in e, one per atom:
1 H 0.25
2 S -0.88
3 N -0.57
4 H 0.25
5 H -0.06
6 H 0.13
7 C -0.11


(11)
A cluster of 2 separate species, CH4O2 in total. Source: the OMol25 dataset; level of theory: wB97M-V/def2-TZVPD.

## Properties
LUMO = 0.4 eV
energy relative to the best compared isomer or geometry (same formula, charge and spin) = 10.24 kcal per mole
SMILES = C=O.O
HOMO level = -10.29 eV
gap between HOMO and LUMO = 0.39445 Eh

Atoms and positions in Å:
H  -0.610  -0.109  0.928
O  -2.555  -0.653  2.206
H  -1.735  -0.460  2.716
H  0.905  -0.648  -0.086
H  -2.374  -1.511  1.760
C  0.000  0.000  0.000
O  -0.154  0.890  -0.861

Let us look at the Mulliken charges, expressed in e, one per atom:
1 H 0.06
2 O -0.67
3 H 0.33
4 H 0.23
5 H 0.33
6 C 0.14
7 O -0.42


(12)
A cluster of 2 separate species, CH4O2 in total. Source: the OMol25 dataset; level of theory: wB97M-V/def2-TZVPD.

## Properties
LUMO = 0.5 eV
energy relative to the best compared isomer or geometry (same formula, charge and spin) = 51.34 kcal per mole
HOMO level = -9.73 eV
gap between HOMO and LUMO = 0.37646 Eh

Atoms and positions in Å:
O  0.702  -0.069  1.396
O  -1.101  0.213  -0.475
H  0.904  0.804  1.378
H  0.514  -1.053  -0.858
H  -1.547  -0.593  0.013
C  0.163  0.042  -0.539
H  0.815  0.848  -0.683

Let us look at the Mulliken charges, expressed in e, one per atom:
1 O -0.67
2 O -0.38
3 H 0.25
4 H 0.20
5 H 0.40
6 C -0.15
7 H 0.35